(1)
C45H37INPSV | wB97M-V/def2-TZVPD

The geometry in XYZ format:
```
87
Properties=species:S:1:pos:R:3:forces:R:3:lowdin_charge:R:1
H 2.2450 -0.6591 1.0705 0.0 0.0 0.0 0.10
H -1.0057 2.7144 -5.9401 0.0 0.0 0.0 0.10
H 2.7628 3.5877 -1.0400 0.0 0.0 0.0 0.09
H 2.3021 -1.8568 2.9077 0.0 0.0 0.0 0.07
H 3.7830 -4.8712 1.2465 0.0 0.0 0.0 0.08
C 2.9368 3.3212 -0.0011 0.0 0.0 0.0 -0.14
C 2.6478 -1.2091 0.2300 0.0 0.0 0.0 0.06
C 3.5184 -2.2694 0.3964 0.0 0.0 0.0 -0.16
C -0.7372 -3.0449 3.2608 0.0 0.0 0.0 -0.09
H -0.4434 -2.9763 -3.5689 0.0 0.0 0.0 0.11
H 2.3017 -4.1826 1.9224 0.0 0.0 0.0 0.08
H -2.1062 -2.1035 -5.1831 0.0 0.0 0.0 0.10
S 2.1891 -0.6776 -3.6136 0.0 0.0 0.0 1.11
H 0.6341 1.0116 -5.2141 0.0 0.0 0.0 0.09
C -1.6187 -2.5776 1.0686 0.0 0.0 0.1 -0.09
C 0.3381 1.4277 -3.1124 0.0 0.0 0.0 -0.26
H -3.6205 0.5448 -2.1888 0.0 0.0 0.0 0.11
C -1.2337 3.1182 -2.5727 0.0 0.0 0.0 -0.13
C -6.2502 0.8926 0.7610 0.0 0.0 0.0 -0.03
H 4.8385 4.3168 0.0251 0.0 0.0 0.0 0.09
C 3.6838 -2.5139 -2.0307 0.0 0.0 0.0 -0.07
H -3.6814 -0.3282 -4.4809 0.0 0.0 0.0 0.11
C -5.3054 4.4033 1.2844 0.0 -0.1 0.0 -0.07
H 4.0952 -3.0249 -2.8914 0.0 0.0 0.0 0.11
C -6.0400 3.2734 1.1142 0.1 0.0 0.0 -0.04
C -5.7297 -0.3456 0.5519 0.0 0.1 0.0 -0.05
C -0.3190 2.1662 -2.1001 0.0 -0.1 0.0 -0.17
C 3.3940 -1.8576 2.8905 0.0 0.0 0.0 -0.06
C 4.0177 -2.9133 -0.7520 0.0 0.0 0.0 -0.03
C 4.3932 3.4108 1.9191 0.0 0.0 0.0 -0.12
H 3.7381 -0.8271 2.7767 0.0 0.0 0.0 0.09
H 3.6757 -4.5485 2.9805 0.0 0.0 0.0 0.09
H -1.4526 -4.5431 1.9029 0.0 0.0 0.0 0.11
H 5.8760 -1.7749 1.7256 0.0 0.0 0.0 0.09
C -1.0949 -1.7053 -1.9762 0.0 0.0 -0.1 -0.11
H 3.7408 -2.2263 3.8578 0.0 0.0 0.0 0.09
C -3.4695 0.5913 0.5046 0.0 0.0 -0.1 -0.26
C 0.1068 1.6094 -4.4770 0.0 0.0 0.0 -0.06
H -1.7799 3.7334 -1.8619 0.0 0.0 0.0 0.07
C -0.8108 2.5585 -4.8869 0.0 0.0 0.0 -0.10
C -1.3986 -1.2162 1.2566 0.0 0.0 0.0 -0.34
C -0.8449 -0.7823 2.4626 0.0 0.0 0.0 -0.10
C -2.9298 -0.2367 -2.4810 0.0 0.0 0.0 -0.08
H -2.0481 -2.9371 0.1424 0.0 0.0 0.0 0.10
P -1.7507 0.1021 0.0361 0.2 0.1 0.0 1.03
C 4.1207 3.7369 0.5946 0.0 0.0 0.0 -0.11
C 1.9700 2.5699 0.6857 0.0 -0.2 0.1 -0.30
H 5.7681 -3.1101 2.8821 0.0 0.0 0.0 0.08
C -5.4108 2.0235 0.8940 0.0 0.0 0.0 -0.16
C -0.5244 -1.6878 3.4622 0.0 0.0 0.0 -0.09
C 2.2788 2.2750 2.0254 0.0 0.0 0.0 -0.20
C -1.2835 -3.4861 2.0645 0.0 0.0 0.0 -0.07
H -3.9420 -1.4494 0.1748 0.0 0.0 0.0 0.10
C -3.9847 1.9002 0.8176 0.0 0.0 0.0 -0.16
H 4.6924 -3.7520 -0.6378 0.0 0.0 0.0 0.11
H -0.4759 -3.7563 4.0336 0.0 0.0 0.0 0.11
H 1.5716 1.7084 2.6360 0.0 0.0 0.0 0.07
C -2.9636 -0.7284 -3.7767 0.0 0.0 0.0 -0.07
C -4.3402 -0.4694 0.4076 0.0 0.0 0.0 -0.09
C -1.1471 -2.2111 -3.2672 0.0 0.0 0.0 -0.08
H -2.1977 4.0621 -4.2406 0.0 0.0 0.0 0.10
H 5.3179 3.7315 2.3832 0.0 0.0 0.0 0.09
H -0.0982 -1.3335 4.3921 0.0 0.0 0.0 0.11
C 2.8097 -1.4418 -2.1790 0.0 0.0 0.0 -0.45
H -0.3389 -2.0727 -1.2926 0.0 0.0 0.0 0.10
C -3.2607 3.1111 1.0800 0.1 0.0 0.0 -0.55
C -3.9045 4.3012 1.2856 0.0 0.1 0.0 -0.18
N 1.4232 0.2335 -1.3407 -0.1 0.0 0.1 0.00
C 3.3916 -4.1776 1.9928 0.0 0.0 0.0 -0.04
H -7.3201 1.0428 0.8389 0.0 0.0 0.0 0.12
C 1.2671 0.4166 -2.6236 0.0 -0.1 -0.1 -0.51
H 5.9245 -3.4474 1.1596 0.0 0.0 0.0 0.07
H -5.7743 5.3644 1.4454 0.0 0.0 0.0 0.11
C 3.9383 -2.7588 1.7810 0.0 0.0 0.0 -0.55
I -1.1775 3.3441 1.3611 -0.1 -0.2 0.0 1.24
H 3.6570 2.4182 3.6749 0.0 0.0 0.0 0.09
C -1.4793 3.3133 -3.9257 0.0 0.0 0.0 -0.10
H -6.3643 -1.2169 0.4631 0.0 0.0 0.0 0.11
C -1.9972 -0.7220 -1.5669 0.0 -0.1 0.0 -0.35
H -7.1220 3.3006 1.1446 0.0 0.0 0.0 0.11
H -3.3204 5.1920 1.4755 0.0 0.0 0.0 0.08
C 2.2912 -0.8038 -1.0543 0.0 0.0 0.0 -0.28
C 3.4641 2.6755 2.6392 0.0 0.0 0.0 -0.12
C -2.0770 -1.7198 -4.1714 0.0 0.0 0.0 -0.08
V 0.2687 1.5473 -0.1503 0.0 0.4 0.0 0.25
H -0.6674 0.2774 2.6229 0.0 0.0 0.0 0.07
C 5.4691 -2.7747 1.8867 0.0 0.0 0.0 -0.05
```
Forces are in eV/Å.

Orbital gap (alpha / beta)   6.20 / 7.74 eV
Molecular weight   832.69 g mol⁻¹
Spin multiplicity   4
LUMO level (alpha / beta)   -0.00735 / -0.00761 hartree
ΔE to the lowest compared entry with this formula, charge and spin   0.00 kcal per mole
Expectation value of S²   3.772
HOMO energy (alpha / beta)   -6.40 / -7.95 eV



(2)
C45H38BrCl2F4N6O3PSSeSr | wB97M-V/def2-TZVPD

The geometry in XYZ format:
```
103
Properties=species:S:1:pos:R:3:forces:R:3:lowdin_charge:R:1
F 2.7589 2.9700 4.3872 0.1 0.0 0.0 0.09
C 1.4966 -3.1618 1.5383 -0.2 -0.2 0.0 -0.51
H 1.0810 -3.9682 4.0331 0.0 0.0 0.0 0.12
H -2.4628 1.6479 -1.1082 0.0 0.0 0.0 0.07
C 1.8761 2.5410 -4.1810 0.0 0.0 -0.1 -0.05
C -1.7847 -2.1588 4.0387 0.0 0.1 0.0 -0.06
C 1.6237 1.1849 -4.2763 0.0 0.1 -0.1 -0.01
C 1.4940 3.2547 4.0893 -0.2 0.1 0.0 -0.26
O 2.4599 -3.7667 2.0193 0.0 0.0 0.0 0.00
C 1.1656 -1.0561 -3.2635 0.4 0.7 0.0 -0.58
H 2.1319 -5.4616 0.2967 0.0 0.0 0.0 0.11
H -0.9317 -3.5013 5.4841 0.0 0.0 0.0 0.11
H -4.5821 -1.1121 -1.2831 0.0 0.0 0.0 0.07
C -1.1239 5.2576 -0.9851 0.0 0.0 0.0 -0.07
F -1.0679 5.5185 5.2461 0.0 0.1 0.1 0.14
H -6.6100 1.3962 3.7453 0.0 0.0 0.0 0.10
H -3.8308 -0.8554 -4.2522 0.0 0.0 0.0 0.10
H -1.7403 5.3978 -3.0334 0.0 0.0 0.0 0.11
C -2.1944 3.4788 -2.1855 0.0 0.0 -0.1 -0.07
H 2.3761 -3.2808 -4.1195 0.0 0.0 0.0 0.11
C -0.4525 4.5735 4.5501 0.1 -0.2 -0.2 -0.13
C -2.1134 2.6737 -1.0623 0.0 -0.1 0.0 -0.13
Cl 3.1201 -7.3361 -1.5442 0.0 0.0 0.0 0.65
Se 4.8912 0.1783 -2.5654 0.0 0.1 0.0 0.60
C 4.6925 -1.5442 1.0733 0.0 0.1 0.2 -0.04
C 1.7697 -3.6491 -0.7846 0.1 0.1 -0.2 -0.25
C -5.4916 1.9190 1.9900 -0.1 0.0 0.0 -0.07
C 1.2250 0.4925 -3.1437 0.1 -0.4 -0.2 -0.23
C -5.6273 1.5265 3.3125 0.0 0.0 0.0 -0.08
O 0.8366 -1.5244 -4.3571 -0.1 -0.2 -0.1 -0.01
H -4.1480 2.4278 0.4088 0.0 0.0 0.0 0.09
C -3.7654 -0.5586 -3.2029 -0.1 -0.2 0.0 -0.38
Sr 0.1496 -0.8094 -0.4353 0.3 0.8 2.1 1.33
C -4.8526 -1.1700 -2.3377 0.0 0.0 0.0 -0.12
H -5.0322 -2.2124 -2.5977 0.0 0.0 0.0 0.08
H 6.1479 -3.1551 -0.7132 0.0 0.0 0.0 0.10
C 4.5138 1.9311 0.1488 0.0 0.1 0.0 -0.09
H 5.4187 2.3066 -0.3273 0.0 0.0 0.0 0.08
N 1.1742 -2.9427 0.2653 0.0 0.1 -0.2 -0.04
C 1.2490 2.4163 -1.8941 -0.1 0.3 -0.1 -0.16
H 4.4151 -3.5344 -0.8966 0.0 0.0 0.0 0.08
H -0.6047 4.8553 1.0420 0.0 0.0 0.1 0.10
H 4.4126 2.3420 1.1512 0.0 0.0 0.0 0.07
C -1.5750 -1.5579 2.8068 0.0 0.2 0.2 -0.15
C -2.1986 -3.5490 -1.5717 0.0 0.0 0.1 -0.10
C -0.5120 2.8998 2.7792 0.0 0.0 0.1 -0.33
N -0.4986 -1.7804 2.0601 0.1 -0.3 -0.3 0.03
F -2.3696 4.2784 3.2873 0.1 0.2 0.0 0.12
F 1.5107 4.8690 5.7995 0.1 0.1 0.1 0.15
C 5.1815 -2.7782 -1.0478 0.0 0.0 0.0 -0.01
H -2.6875 -1.9492 4.5964 0.0 0.0 0.0 0.10
C -0.8130 -3.0207 4.5215 0.1 0.0 0.0 -0.05
H -5.7834 -0.6215 -2.4770 0.0 0.0 0.0 0.08
N 1.0006 1.1117 -1.9762 0.3 -0.3 -0.1 0.02
C 0.8178 2.5854 3.0806 0.0 0.2 0.1 -0.55
O -2.0453 -0.6801 -1.2009 -0.8 -0.2 -0.6 -0.74
H -0.7264 6.2635 -0.9507 0.0 0.0 0.0 0.11
C 0.4030 -2.6738 2.4932 0.1 0.0 0.0 -0.19
H -2.3013 -0.8633 2.4029 0.0 0.0 0.0 0.09
C -1.1121 3.9072 3.5271 0.1 0.0 0.1 -0.23
C 2.1677 -4.9756 -0.6665 0.1 0.0 -0.1 -0.06
C -4.4929 1.3102 4.0822 0.0 0.0 0.0 -0.07
C 2.3146 -3.7510 -3.1501 0.0 -0.2 0.0 -0.05
H 3.6606 2.2247 -0.4644 0.0 0.0 0.0 0.06
C 1.8504 -3.0227 -2.0612 0.1 0.1 0.0 -0.24
C 0.8612 4.2458 4.8303 -0.1 -0.2 -0.2 -0.13
N 1.5698 -1.6435 -2.1394 -0.1 -0.6 -0.2 -0.06
H 1.9023 4.2273 -2.8271 0.0 0.0 0.0 0.11
C -1.0591 4.4580 0.1461 0.0 -0.1 0.0 -0.08
N 4.8511 -1.5834 -0.2919 -0.1 0.1 0.0 -0.11
H -2.3603 1.2906 4.1419 0.0 0.0 0.0 0.11
H -2.6226 3.0874 -3.0998 0.0 0.0 0.0 0.11
N 4.5759 0.4916 0.2523 0.0 0.0 0.0 -0.14
H 4.6715 -2.4453 1.6619 0.0 0.0 0.0 0.12
C -1.6947 4.7730 -2.1515 0.0 0.0 0.0 -0.08
C 0.2986 -3.2843 3.7379 0.0 0.1 -0.1 0.00
C -3.2356 1.4740 3.5277 0.0 -0.1 0.0 -0.12
H 2.2267 3.0960 -5.0418 0.0 0.0 0.0 0.11
S -2.0915 -0.9793 -2.7038 0.0 0.3 -0.1 0.96
H 1.7622 0.6348 -5.1951 0.0 0.0 0.0 0.12
H -1.4221 -3.2885 -0.8498 0.0 0.0 0.0 0.05
Cl 3.2973 -5.9278 -4.3963 0.0 0.0 0.0 0.65
H 4.4019 0.2102 2.3837 0.1 0.0 0.0 0.09
P -1.4116 1.9594 1.4911 0.0 -0.2 -0.2 1.10
H -4.5872 1.0128 5.1188 0.0 0.0 0.0 0.11
C 4.7636 -0.3307 -0.8038 0.1 -0.1 -0.4 -0.75
C -2.0536 -2.7904 -2.8771 0.0 0.0 -0.2 -0.34
C -1.5556 3.1575 0.1218 0.0 0.1 0.0 -0.37
H -3.1691 -3.3937 -1.1034 0.0 0.0 0.0 0.07
C 2.6377 -5.6831 -1.7644 0.0 0.0 0.1 -0.70
H -6.3691 2.1009 1.3833 0.0 0.0 0.0 0.11
H -2.0716 -4.6104 -1.7854 0.0 0.0 0.0 0.09
C -4.2322 2.0965 1.4361 0.0 0.0 0.0 -0.08
H 5.2374 -2.4987 -2.0965 0.0 0.0 0.0 0.04
H -1.0874 -2.9822 -3.3510 0.0 0.0 0.0 0.08
H 1.0622 2.8801 -0.9292 0.0 0.0 -0.1 0.10
C 2.7140 -5.0738 -3.0044 0.0 0.1 0.0 -0.69
C 4.5365 -0.2466 1.4204 0.0 -0.4 0.2 -0.12
H -3.7865 0.5322 -3.1746 0.1 0.0 0.1 0.08
Br 1.8093 1.2751 2.1520 -0.2 0.0 0.0 0.94
C -3.0933 1.8737 2.1997 0.0 0.0 0.0 -0.38
H -2.8334 -3.0462 -3.5969 0.0 0.0 0.0 0.09
C 1.7024 3.1739 -2.9620 -0.1 -0.1 0.2 -0.06
```
Forces are in eV/Å.

Orbital gap   6.51 eV
Molecular weight   1167.26 g mol⁻¹
Spin multiplicity   1
LUMO level   -0.00694 hartree
ΔE to the lowest compared entry with this formula, charge and spin   11.12 kcal per mole
HOMO energy   -6.70 eV



(3)
C45H38IN4P2Pt | wB97M-V/def2-TZVPD

The geometry in XYZ format:
```
91
Properties=species:S:1:pos:R:3:forces:R:3:lowdin_charge:R:1
H 4.2133 -1.6755 -4.7866 0.0 0.0 0.0 0.13
C -1.3376 3.0138 3.1863 0.1 -0.1 0.1 -0.23
C 2.9062 -1.2651 2.8821 0.0 0.0 0.0 -0.01
N -1.9166 0.2245 -1.6833 -0.1 0.1 0.0 -0.09
C -1.4544 -3.7739 0.6286 0.0 0.0 0.1 -0.10
Pt -0.0874 0.0241 -0.2348 0.4 -0.5 -0.2 0.98
C -1.0865 -5.0187 1.1113 0.0 0.0 0.0 -0.05
H 1.6359 0.3981 2.4362 0.0 0.0 0.0 0.09
H -0.5752 0.3369 2.8767 0.0 0.1 0.0 0.12
C 1.4731 0.2583 -4.3097 0.0 -0.1 -0.1 -0.06
H -1.1940 1.5504 4.8693 0.0 0.0 0.0 0.16
N 0.3935 -1.9422 -1.3410 -0.1 0.0 0.0 0.00
C 1.9894 -0.5718 2.1205 0.0 -0.1 -0.1 -0.11
C -1.2644 2.1226 1.9146 0.0 0.1 -0.1 -0.73
C 1.2816 -2.7465 -0.7408 0.0 0.1 0.1 -0.23
H 1.2789 -5.3393 -2.9070 0.0 0.0 0.0 0.13
H 4.0485 -3.0838 2.9904 0.0 0.0 0.0 0.14
H -3.5650 2.4358 5.1967 0.0 0.0 0.0 0.13
C 1.6739 0.6008 -2.9730 0.0 0.0 0.1 -0.38
C 1.6144 -3.9769 -1.2857 0.1 -0.1 0.0 0.02
C -4.1652 0.9411 3.8562 -0.1 -0.2 -0.2 -0.04
H -0.8642 -1.6351 -2.9435 0.0 0.0 0.0 0.11
I -2.8160 2.7298 0.5361 0.0 0.0 0.0 1.13
H 4.3089 4.8375 -1.9284 0.0 0.0 0.0 0.12
C -3.1358 -0.3166 -1.4735 0.0 -0.1 0.0 -0.32
C -0.9350 2.0065 -3.0380 0.0 -0.1 0.0 -0.20
C 2.7029 3.4257 -1.9694 0.0 0.0 0.0 -0.06
C 1.0262 -4.3803 -2.4727 0.0 0.0 0.0 0.00
H 2.3242 -4.6285 -0.7984 0.0 0.0 0.0 0.12
C 2.3890 -0.5602 -4.9554 0.0 0.0 0.0 -0.04
H -1.2402 3.0336 -2.8200 0.0 0.1 0.0 0.11
H 0.0128 4.2724 4.4167 0.0 -0.1 0.0 0.14
C 1.8819 -2.2528 0.5294 -0.1 0.1 -0.1 -0.20
C -3.2681 1.7589 4.4022 0.2 0.1 0.0 -0.01
C 3.4966 -1.0476 -4.2717 0.0 0.0 0.0 -0.03
N -0.0298 1.9764 1.1719 -0.3 0.1 0.0 -0.09
H 0.5323 6.2798 -0.5016 0.0 0.0 0.0 0.12
H -1.0285 -5.8641 0.4367 0.0 0.0 0.0 0.12
C -1.2911 -2.8640 2.8679 0.0 0.0 0.0 -0.07
P -2.0286 -1.0699 0.9041 -0.2 0.1 0.2 1.04
C -0.9089 -4.1101 3.3391 0.0 0.0 0.0 -0.04
C -0.0288 3.6387 3.5366 -0.2 0.0 0.1 0.02
H 4.5661 -1.0886 -2.4071 0.0 0.0 0.0 0.12
H -0.3576 -3.8055 -4.0275 0.0 0.0 0.0 0.13
H 1.9085 2.5044 0.9933 0.0 0.0 0.1 0.12
H 0.6230 0.6264 -4.8690 0.0 0.0 0.0 0.11
C -4.0784 0.1752 -2.4485 -0.1 -0.1 0.2 0.03
C 2.7870 0.0987 -2.2855 0.0 0.0 0.0 -0.13
C -0.8100 -5.1859 2.4644 0.0 0.0 0.0 -0.03
C -2.0477 1.0887 -2.6993 -0.1 0.1 -0.1 -0.32
H -4.6106 -0.6480 2.4077 0.0 0.0 0.1 0.12
H -1.4057 -2.0403 3.5619 0.0 0.0 0.0 0.11
H -5.1207 -0.1020 -2.5207 0.1 0.0 0.0 0.14
H 3.1298 -3.9637 0.8861 0.0 0.0 0.0 0.12
H 3.3140 2.6480 -2.4063 0.0 0.0 0.0 0.10
H -3.7710 1.6413 -4.0517 0.0 0.0 0.1 0.14
C -1.5751 -2.6917 1.5095 0.1 -0.1 -0.1 -0.35
H -4.3263 -1.0946 0.1229 0.0 0.0 0.0 0.11
C 2.4859 5.6890 -1.1804 0.0 0.0 0.0 -0.02
C -0.1665 -2.3266 -2.4921 0.0 0.1 0.1 -0.12
H 2.2428 -0.8071 -5.9993 0.0 0.0 0.0 0.13
H -0.6921 1.9995 -4.1022 0.0 0.0 -0.1 0.11
C 0.9934 2.6327 1.5715 0.1 0.1 0.1 -0.14
H -2.0994 3.7916 3.1430 0.0 0.0 0.0 0.13
C 0.1188 -3.5377 -3.0935 0.0 0.0 0.0 -0.01
H 1.9804 3.9798 2.9861 0.0 0.0 0.0 0.12
C -1.8216 1.7614 4.0020 0.0 0.0 0.0 -0.15
H 2.9286 6.6586 -0.9903 0.0 0.0 0.0 0.13
H -0.7136 -4.2490 4.3948 0.0 0.0 0.0 0.12
H -0.4792 4.0851 -0.9213 0.0 0.0 0.0 0.05
C 3.6965 -0.7179 -2.9348 0.0 0.0 0.0 -0.04
C 0.5662 4.2457 -1.1611 0.0 0.0 0.0 -0.12
C -1.5274 0.8658 2.7694 -0.2 0.0 0.0 -0.27
C -3.8178 -0.0086 2.7845 -0.3 0.1 0.2 -0.04
C 2.8065 -2.9982 1.2436 0.1 -0.1 0.1 0.03
C -3.3534 -1.2599 -0.3427 0.0 0.1 -0.1 -0.19
H -5.1901 0.9537 4.2035 0.0 0.0 0.0 0.12
H 2.9476 0.3578 -1.2430 0.0 0.0 0.0 0.10
H -3.3538 -2.2936 -0.7024 0.0 0.0 0.0 0.11
H -1.6642 -3.6585 -0.4291 0.0 0.0 0.0 0.10
P 0.5544 1.6468 -2.0451 0.0 0.2 -0.3 1.05
H 3.2802 -0.8394 3.8033 0.0 0.0 0.0 0.13
C 1.1370 5.4785 -0.9066 0.0 0.0 0.0 -0.04
C 1.0433 3.4886 2.7591 0.1 0.0 -0.2 -0.01
C -2.5845 -0.0722 2.2811 0.3 0.1 0.0 -0.40
C 3.2640 4.6653 -1.7061 0.0 0.0 0.0 -0.04
H -0.5327 -6.1629 2.8414 0.0 0.0 0.0 0.13
C 3.3259 -2.5042 2.4293 0.0 -0.1 0.0 0.01
C -3.3970 1.0566 -3.2228 0.2 0.1 -0.1 0.04
C 1.3429 3.2159 -1.7130 0.0 0.0 0.1 -0.36
N 1.4912 -1.0417 0.9682 0.0 0.2 0.2 -0.01
```
Forces are in eV/Å.

Orbital gap (alpha / beta)   6.98 / 4.88 eV
Charge   +3
Molecular weight   1018.76 g mol⁻¹
Spin multiplicity   5
LUMO level (alpha / beta)   -0.29148 / -0.40559 hartree
Expectation value of S²   6.027
HOMO energy (alpha / beta)   -14.92 / -15.92 eV